76
Properties=species:S:1:pos:R:3 method="wB97M-V/def2-TZVPD" total_charge=+1 e_tot_ha=-2580.71014 multiplicity=1
Au -0.514 -0.762 -0.878
O -2.238 -1.658 0.308
N -1.936 -2.474 1.279
C -2.879 -2.683 2.219
C -2.670 -3.515 3.285
C -1.441 -4.162 3.412
C -0.485 -3.945 2.454
C -0.725 -3.095 1.367
S 0.497 -2.843 0.199
H -3.809 -2.163 2.048
H -3.459 -3.660 4.004
H -1.248 -4.819 4.243
H 0.477 -4.426 2.499
C -0.289 -2.489 -3.708
C 1.141 -2.024 -3.948
C 1.433 -2.137 -5.446
C 1.330 -0.572 -3.492
C 2.690 0.023 -3.888
O 3.088 0.769 -2.744
C 2.301 0.413 -1.724
N 1.334 -0.378 -2.041
C 2.717 0.974 -0.433
C 3.984 1.582 -0.458
C 4.536 2.199 0.644
C 3.858 2.169 1.850
C 2.639 1.526 1.917
C 2.024 0.969 0.793
P 0.352 0.329 1.134
C 0.566 -0.533 2.705
C 1.715 -1.294 2.922
C 1.864 -1.981 4.108
C 0.867 -1.931 5.072
C -0.289 -1.205 4.839
C -0.455 -0.514 3.653
C -0.730 1.736 1.558
C -0.361 2.677 2.520
C -1.222 3.712 2.831
C -2.441 3.835 2.182
C -2.827 2.880 1.257
C -1.985 1.821 0.965
H -0.396 -3.532 -3.992
H -0.980 -1.897 -4.303
H -0.569 -2.389 -2.657
H 1.835 -2.658 -3.386
H 0.799 -1.450 -6.002
H 1.214 -3.147 -5.781
H 2.468 -1.920 -5.692
H 0.502 0.026 -3.896
H 2.656 0.687 -4.749
H 3.438 -0.759 -4.055
H 4.544 1.570 -1.380
H 5.494 2.687 0.564
H 4.270 2.637 2.729
H 2.152 1.445 2.877
H 2.481 -1.333 2.160
H 2.762 -2.550 4.283
H 0.993 -2.461 6.003
H -1.060 -1.165 5.592
H -1.357 0.054 3.468
H 0.579 2.608 3.043
H -0.943 4.424 3.594
H -3.093 4.662 2.413
H -3.785 2.952 0.766
H -2.310 1.047 0.288
N -4.111 5.065 -3.712
C -3.535 4.141 -3.357
C -2.827 3.001 -2.905
C -1.491 3.115 -2.525
C -0.822 2.003 -2.046
C -1.471 0.783 -1.952
C -2.789 0.661 -2.356
C -3.473 1.770 -2.827
H -0.990 4.069 -2.583
H 0.209 2.105 -1.728
H -3.297 -0.288 -2.288
H -4.509 1.685 -3.117

---

81
Properties=species:S:1:pos:R:3 method="wB97M-V/def2-TZVPD" total_charge=+1 e_tot_ha=-3916.07083 multiplicity=1
Sc 2.071 -1.462 0.113
C -7.814 8.351 -0.332
O -7.799 7.216 0.522
C -6.744 6.379 0.442
C -6.781 5.280 1.303
C -5.751 4.367 1.295
C -4.662 4.525 0.434
C -4.636 5.622 -0.418
C -5.666 6.550 -0.423
C -3.548 3.575 0.396
N -2.493 3.674 -0.383
C -1.728 2.580 -0.085
C -2.323 1.802 0.877
N -3.505 2.443 1.168
C -1.742 0.599 1.378
C -2.291 -0.234 2.364
C -1.619 -1.363 2.757
C -0.398 -1.664 2.148
N 0.134 -0.895 1.213
C -0.503 0.230 0.825
C 0.148 1.048 -0.186
N 1.348 0.625 -0.652
C 1.958 1.356 -1.569
C 1.423 2.545 -2.078
C 0.209 2.980 -1.617
C -0.458 2.222 -0.644
H -8.736 8.880 -0.107
H -7.813 8.052 -1.382
H -6.962 9.004 -0.131
H -7.628 5.168 1.965
H -5.812 3.528 1.978
H -3.795 5.747 -1.086
H -5.617 7.391 -1.097
H -4.212 2.154 1.819
H -3.242 0.014 2.819
H -2.015 -2.022 3.515
H 0.157 -2.555 2.414
H 2.909 0.985 -1.927
H 1.975 3.095 -2.827
H -0.247 3.892 -1.979
C 5.556 -0.377 -1.257
C 4.596 -1.113 -2.143
C 4.885 -1.413 -3.457
C 3.940 -2.123 -4.204
C 2.744 -2.512 -3.652
C 2.488 -2.190 -2.306
N 3.432 -1.505 -1.599
N 1.365 -2.468 -1.585
Si 0.417 -3.930 -1.785
C -0.733 -3.844 -3.253
C 1.581 -5.377 -1.942
C -0.616 -4.113 -0.243
H 6.377 -1.032 -0.958
H 5.061 -0.018 -0.356
H 5.996 0.474 -1.777
H 5.825 -1.104 -3.891
H 4.151 -2.364 -5.238
H 2.000 -3.040 -4.230
H -0.205 -3.771 -4.205
H -1.412 -2.992 -3.181
H -1.341 -4.752 -3.292
H 2.096 -5.397 -2.904
H 1.029 -6.316 -1.848
H 2.335 -5.356 -1.151
H -1.270 -3.249 -0.098
H 0.022 -4.234 0.636
H -1.250 -4.999 -0.310
Cl 5.595 -4.087 6.149
C 4.702 -3.730 4.711
C 4.073 -4.774 4.023
C 3.353 -4.532 2.878
Cl 2.573 -5.832 2.056
C 3.231 -3.227 2.354
O 2.555 -3.009 1.265
C 3.871 -2.186 3.070
C 3.803 -0.825 2.628
O 3.225 -0.414 1.610
C 4.605 -2.447 4.246
H 4.152 -5.786 4.398
H 4.318 -0.083 3.251
H 5.087 -1.634 4.772

---

100
Properties=species:S:1:pos:R:3 method="wB97M-V/def2-TZVPD" total_charge=0 e_tot_ha=-4590.86803 smiles="C[C@@H](I)Cc1cccc2c1C(=O)c1cccc(CC(=O)N(C)C)c1C2=O.FC(F)C(F)(F)COC(F)(F)C(F)F.FC(F)C(F)(F)COC(F)(F)C(F)F.FC(F)C(F)(F)COC(F)(F)C(F)F" multiplicity=1
C 6.666 3.092 1.528
C 5.151 2.432 1.272
I 4.031 3.862 0.005
C 5.270 0.933 0.571
C 3.842 0.408 -0.088
C 3.475 0.644 -1.699
C 2.068 0.182 -2.405
C 0.920 -0.596 -1.496
C 1.315 -0.860 0.088
C 2.707 -0.377 0.817
C 2.873 -0.746 2.426
O 4.063 -1.029 2.964
C 1.452 -0.763 3.307
C 1.460 -0.278 4.873
C 0.028 -0.312 5.702
C -1.384 -0.779 4.939
C -1.416 -1.239 3.332
C -2.854 -1.644 2.656
C -3.021 -3.229 2.272
O -2.240 -4.233 2.692
N -4.144 -3.628 1.295
C -5.340 -2.703 1.440
C -3.650 -3.471 -0.157
C 0.036 -1.238 2.555
C 0.179 -1.682 0.982
O -0.492 -2.656 0.363
H 6.521 4.038 2.205
H 7.335 2.339 2.163
H 7.185 3.429 0.535
H 4.642 2.404 2.331
H 5.723 0.197 1.364
H 6.038 1.075 -0.332
H 4.291 1.180 -2.386
H 1.791 0.343 -3.544
H -0.121 -0.957 -1.914
H 2.493 0.063 5.326
H 0.073 0.021 6.828
H -2.369 -0.765 5.612
H -3.719 -1.398 3.439
H -3.061 -0.903 1.744
H -6.172 -3.134 0.702
H -5.138 -1.598 1.053
H -5.719 -2.738 2.550
H -4.413 -3.981 -0.911
H -3.616 -2.326 -0.488
H -2.613 -4.007 -0.338
C -8.111 -2.334 -4.983
C -8.088 -2.380 -3.449
C -6.800 -1.874 -2.806
F -5.716 -2.586 -3.185
F -6.868 -1.980 -1.451
F -8.388 -3.641 -3.037
F -9.120 -1.593 -3.005
O -7.782 -3.551 -5.659
C -6.385 -3.800 -5.818
C -5.906 -5.026 -5.025
F -6.177 -4.905 -3.700
F -4.558 -5.181 -5.130
F -5.696 -2.673 -5.523
F -6.196 -4.018 -7.149
H -9.151 -2.139 -5.272
H -7.553 -1.479 -5.385
H -6.625 -0.821 -3.045
H -6.385 -5.940 -5.382
C 6.801 -0.371 -4.284
C 7.940 -0.778 -5.230
C 9.261 -1.114 -4.543
F 9.758 -0.075 -3.837
F 10.210 -1.434 -5.465
F 8.100 0.189 -6.173
F 7.522 -1.891 -5.911
O 6.593 1.033 -4.108
C 7.439 1.658 -3.144
C 8.408 2.673 -3.772
F 9.185 2.101 -4.728
F 9.257 3.183 -2.839
F 8.067 0.703 -2.418
F 6.607 2.300 -2.280
H 5.872 -0.725 -4.748
H 6.843 -0.901 -3.324
H 9.152 -1.970 -3.872
H 7.867 3.502 -4.233
C -2.733 4.840 6.198
C -2.346 5.712 4.995
C -3.385 5.768 3.878
F -3.646 4.553 3.349
F -2.939 6.541 2.850
F -1.133 5.311 4.527
F -2.158 6.986 5.462
O -2.214 3.507 6.209
C -2.960 2.557 5.448
C -2.179 2.017 4.240
F -1.778 3.016 3.413
F -2.951 1.183 3.491
F -4.155 3.098 5.111
F -3.239 1.535 6.303
H -2.280 5.311 7.080
H -3.810 4.861 6.402
H -4.324 6.202 4.232
H -1.290 1.468 4.558